Below is a structure of composition C22H50P2ReSi2 in a non-equilibrium geometry, with properties calculated with the ωB97M-V functional and the def2-TZVPD basis.

Positions of all 77 atoms, in Å:
P: 1.12 -1.02 -2.67
P: -1.61 -2.31 -1.01
C: 0.94 -2.73 -1.98
C: -0.47 -3.18 -2.19
H: 1.23 -2.58 -0.92
H: 1.64 -3.48 -2.44
H: -0.84 -2.96 -3.20
H: -0.54 -4.26 -2.01
C: -0.85 -2.71 0.60
H: -1.31 -2.14 1.42
H: 0.21 -2.48 0.63
H: -1.08 -3.78 0.80
C: -2.92 -3.57 -1.24
H: -2.68 -4.45 -0.67
H: -2.93 -3.77 -2.32
H: -3.88 -3.18 -0.92
C: 3.02 -1.40 -2.49
H: 3.56 -0.62 -1.95
H: 3.51 -1.55 -3.47
H: 3.18 -2.34 -1.92
C: 1.26 -1.57 -4.50
H: 0.36 -2.11 -4.82
H: 2.13 -2.22 -4.68
H: 1.39 -0.67 -5.12
Re: -1.48 -0.22 -1.10
C: 3.16 -0.63 0.74
C: 4.40 -0.56 1.20
C: 5.04 0.57 1.95
C: 4.15 1.80 2.26
C: 3.91 2.73 1.09
C: 3.67 2.45 -0.21
C: 2.64 1.45 -0.67
C: 2.19 0.51 0.43
C: -1.24 1.36 -2.44
H: 2.77 -1.66 0.56
H: 5.02 -1.47 1.10
H: 5.94 0.85 1.37
H: 5.42 0.16 2.91
H: 3.24 1.57 2.83
H: 4.75 2.35 2.98
H: 4.07 3.80 1.29
H: 4.06 3.12 -1.01
H: 3.01 0.89 -1.53
H: 1.75 1.99 -1.00
H: 2.02 1.07 1.35
H: 1.27 -0.03 0.11
H: -2.19 1.89 -2.13
H: -1.25 1.09 -3.53
H: -0.31 1.96 -2.25
C: -3.82 -0.41 -0.61
Si: -3.24 -0.21 1.25
C: -4.48 0.87 2.17
C: -3.48 -1.75 2.32
C: -1.43 0.35 0.84
Si: -1.30 2.20 1.46
C: -1.48 2.62 3.30
C: 0.31 3.09 1.05
C: -2.59 3.26 0.60
H: -4.38 -1.34 -0.60
H: -3.28 -0.49 -1.64
H: -4.54 0.40 -0.78
H: -5.39 0.25 2.18
H: -4.13 1.00 3.21
H: -4.71 1.83 1.71
H: -3.53 -2.66 1.70
H: -2.74 -1.87 3.13
H: -4.46 -1.63 2.80
H: -0.60 -0.12 1.44
H: -1.17 1.80 3.94
H: -0.83 3.48 3.53
H: -2.51 2.91 3.57
H: 0.48 3.11 -0.04
H: 0.21 4.14 1.38
H: 1.20 2.72 1.56
H: -2.40 3.33 -0.47
H: -3.60 2.88 0.75
H: -2.56 4.28 1.01

Properties
- Spin multiplicity: 4
- Total energy: -60065.617 eV
- <S²>: 3.77
- F_max: 6.10 eV/Å
- Net charge: +2